<A>
Here is the ion C7H9N2O with charge +1 from the Open Molecules 2025 dataset. Energies are from ωB97M-V/def2-TZVPD.

Structure (ORCA input):
```
! wB97M-V def2-TZVPD RIJCOSX def2/J DEFGRID3
* xyz 1 1
C 0.33 1.45 -0.87
C -0.93 1.38 -0.40
C 2.03 -0.05 -1.60
C 1.59 0.69 -0.57
C -0.91 -0.65 0.86
C 1.91 -0.52 -2.77
C -1.76 -1.66 1.63
N -1.51 0.42 0.38
N 2.07 0.81 0.69
O 2.03 -1.07 -3.79
H 0.54 2.32 -1.66
H -1.55 2.10 -0.75
H 0.15 -0.78 0.78
H -2.79 -1.45 1.63
H -1.87 -2.75 1.22
H -1.19 -2.07 2.45
H -2.48 0.27 0.52
H 1.35 1.04 1.34
H 2.98 0.53 0.90
*
```

Values from the calculation:
SMILES string = C/C=[NH+]/C=C\C(N)=C=C=O
LUMO (alpha / beta) = -5.58 / -5.58 eV
Orbital gap (alpha / beta) = 6.513 / 6.514 eV

---

<B>
Here is the ion C7H9N2O with charge +1 from the Open Molecules 2025 dataset. Energies are from ωB97M-V/def2-TZVPD.

Structure (ORCA input):
```
! wB97M-V def2-TZVPD RIJCOSX def2/J DEFGRID3
* xyz 1 1
C 1.65 -1.20 0.00
C 1.78 0.14 -0.04
C -0.37 -0.45 -0.10
C -1.39 1.59 -0.04
C -1.72 0.27 0.05
C 2.98 0.95 0.23
C -3.04 -0.48 0.20
N 0.46 0.57 -0.03
N 0.36 -1.56 -0.14
O -0.07 1.79 -0.12
H 2.30 -2.04 0.08
H -2.14 2.35 -0.06
H 2.73 1.89 -0.23
H 3.26 1.11 1.25
H 3.77 0.59 -0.35
H -2.90 -1.51 -0.12
H -3.83 -0.31 -0.49
H -3.28 -0.54 1.22
H -0.06 -2.43 -0.37
*
```

Values from the calculation:
SMILES string = Cc1con2c(C)c[nH+]c12
LUMO = -3.06 eV
Orbital gap = 10.291 eV

---

Which one is most stable, and which one is least stable? <B> is the most stable of them, while <A> is the least stable.

---

<A>
Here is a cluster of 9 separate species, C44H94Cl8N2O4P in total from the Open Molecules 2025 dataset. Energies are from ωB97M-V/def2-TZVPD.

Structure (ORCA input):
```
! wB97M-V def2-TZVPD RIJCOSX def2/J DEFGRID3
* xyz 1 1
C 22.65 20.67 12.02
C 23.13 20.60 10.54
C 24.03 21.75 10.20
C 23.27 23.05 9.84
P 24.14 24.55 9.25
C 23.05 25.92 8.96
C 21.78 25.94 9.85
C 20.89 26.95 9.27
C 19.67 26.99 10.24
C 25.30 24.26 7.80
C 25.30 25.19 6.66
C 26.28 24.74 5.51
C 26.28 25.61 4.22
C 25.26 25.03 10.63
C 26.79 25.20 10.27
C 27.42 26.03 11.44
C 27.69 25.20 12.74
H 22.02 19.86 12.38
H 22.04 21.55 12.21
H 23.54 20.66 12.65
H 22.29 20.55 9.85
H 23.60 19.62 10.46
H 24.59 21.44 9.32
H 24.87 21.86 10.88
H 22.62 23.31 10.68
H 22.56 22.84 9.05
H 22.66 25.74 7.96
H 23.53 26.89 8.86
H 21.99 26.28 10.86
H 21.23 25.01 9.96
H 20.43 26.83 8.29
H 21.25 27.98 9.30
H 19.06 27.79 9.83
H 20.03 27.34 11.20
H 19.06 26.10 10.38
H 25.01 23.27 7.46
H 26.29 24.11 8.24
H 25.73 26.14 6.98
H 24.32 25.38 6.22
H 26.28 23.69 5.19
H 27.29 24.62 5.91
H 27.11 25.30 3.60
H 26.50 26.63 4.54
H 25.35 25.56 3.65
H 25.22 24.21 11.34
H 24.78 25.81 11.21
H 26.86 25.88 9.42
H 27.29 24.24 10.10
H 26.78 26.91 11.58
H 28.39 26.44 11.16
H 28.33 24.32 12.67
H 26.73 24.98 13.19
H 28.06 25.79 13.58
C 15.36 21.50 5.06
C 16.58 20.83 5.65
C 17.54 21.74 6.50
C 16.98 22.42 7.80
N 18.11 22.91 8.67
C 19.06 21.73 9.12
C 19.57 21.99 10.59
C 18.54 22.92 11.09
C 17.46 23.20 10.06
C 18.88 24.05 8.06
H 14.87 20.74 4.45
H 15.60 22.36 4.43
H 14.62 21.80 5.80
H 17.15 20.42 4.81
H 16.28 19.96 6.24
H 17.95 22.50 5.84
H 18.26 21.00 6.84
H 16.48 21.69 8.43
H 16.50 23.33 7.44
H 19.85 21.57 8.38
H 18.53 20.78 9.02
H 20.55 22.44 10.44
H 19.74 21.07 11.15
H 19.08 23.80 11.43
H 18.06 22.45 11.95
H 17.19 24.23 10.29
H 16.75 22.39 10.27
H 18.13 24.70 7.60
H 19.38 23.54 7.24
H 19.58 24.44 8.79
C 19.84 19.73 -0.66
C 19.62 21.20 -0.35
C 20.92 22.06 -0.07
C 21.88 21.52 1.10
N 23.18 22.29 1.35
C 24.19 22.10 0.15
C 25.69 22.27 0.77
C 25.50 21.38 2.02
C 24.03 21.60 2.50
C 22.89 23.76 1.71
H 20.60 19.51 -1.41
H 18.94 19.27 -1.06
H 20.22 19.05 0.10
H 18.93 21.17 0.50
H 18.97 21.58 -1.14
H 20.47 23.02 0.19
H 21.54 22.37 -0.90
H 22.24 20.53 0.85
H 21.35 21.38 2.05
H 23.85 22.90 -0.52
H 24.18 21.12 -0.32
H 26.01 23.29 0.95
H 26.36 21.87 0.01
H 26.26 21.80 2.69
H 25.65 20.34 1.75
H 24.05 22.07 3.48
H 23.72 20.56 2.61
H 22.25 23.79 2.59
H 22.28 24.09 0.87
H 23.83 24.31 1.83
O 21.93 23.70 6.68
C 22.32 22.71 5.71
C 21.71 21.21 5.75
O 21.31 20.49 4.58
H 23.40 22.57 5.68
H 22.09 23.20 4.76
H 20.81 21.28 6.37
H 22.31 20.57 6.40
O 20.77 16.76 1.33
C 20.65 16.53 2.52
O 20.93 15.41 2.95
C 20.64 15.23 4.39
C 19.57 16.31 4.58
C 20.08 17.32 3.66
H 21.52 15.42 5.00
H 20.28 14.25 4.69
H 19.57 16.49 5.66
H 18.55 15.93 4.44
H 20.73 17.91 4.30
H 19.44 18.11 3.25
C 22.05 26.63 4.70
Cl 21.41 26.76 3.01
Cl 23.38 27.72 4.89
H 21.19 26.89 5.32
H 22.27 25.57 4.81
C 19.21 23.93 3.78
Cl 17.93 23.29 2.51
Cl 18.48 25.24 4.74
H 19.51 23.14 4.48
H 20.16 24.27 3.37
C 20.34 18.37 7.84
Cl 18.54 18.25 8.15
Cl 21.18 16.84 8.21
H 20.57 18.89 6.91
H 20.68 19.12 8.55
C 24.14 18.15 5.00
Cl 23.73 17.96 3.19
Cl 25.68 19.04 5.33
H 23.31 18.68 5.46
H 24.09 17.20 5.53
*
```

Values from the calculation:
LUMO = -1.71 eV
Orbital gap = 6.145 eV

---

<B>
Here is a cluster of 9 separate species, C44H94Cl8N2O4P in total from the Open Molecules 2025 dataset. Energies are from ωB97M-V/def2-TZVPD.

Structure (ORCA input):
```
! wB97M-V def2-TZVPD RIJCOSX def2/J DEFGRID3
* xyz 1 1
C 9.06 -3.42 -3.69
C 8.57 -4.78 -4.28
C 7.14 -5.11 -3.68
C 6.13 -4.07 -3.98
P 4.40 -4.70 -4.22
C 4.36 -5.77 -5.69
C 4.88 -5.16 -7.00
C 5.57 -6.15 -7.94
C 5.89 -5.35 -9.18
C 4.00 -5.94 -2.97
C 4.13 -5.54 -1.52
C 3.77 -6.59 -0.46
C 4.50 -7.92 -0.69
C 3.24 -3.48 -4.74
C 1.81 -3.86 -4.94
C 0.87 -2.71 -5.12
C 1.41 -1.76 -6.19
H 10.08 -3.13 -3.94
H 9.06 -3.49 -2.60
H 8.51 -2.59 -4.14
H 9.36 -5.50 -4.07
H 8.44 -4.69 -5.36
H 7.26 -5.24 -2.60
H 6.90 -6.16 -3.87
H 6.35 -3.63 -4.95
H 6.06 -3.26 -3.25
H 3.35 -6.17 -5.78
H 4.97 -6.66 -5.49
H 5.55 -4.32 -6.84
H 3.95 -4.67 -7.30
H 4.97 -7.00 -8.26
H 6.45 -6.67 -7.55
H 5.06 -5.24 -9.87
H 6.65 -5.86 -9.77
H 6.30 -4.35 -9.02
H 4.62 -6.82 -3.12
H 2.96 -6.14 -3.20
H 3.59 -4.65 -1.21
H 5.17 -5.23 -1.42
H 2.71 -6.64 -0.70
H 3.91 -6.34 0.59
H 4.31 -8.64 0.11
H 5.58 -7.88 -0.56
H 4.23 -8.37 -1.64
H 3.65 -2.92 -5.58
H 3.36 -2.72 -3.97
H 1.44 -4.34 -4.03
H 1.61 -4.64 -5.67
H 0.43 -2.12 -4.32
H -0.09 -3.15 -5.39
H 0.53 -1.16 -6.44
H 1.77 -2.35 -7.03
H 2.26 -1.25 -5.74
C -8.90 0.95 -3.98
C -7.91 2.10 -3.75
C -8.05 2.85 -2.41
C -6.68 3.53 -2.01
N -6.77 4.61 -0.92
C -7.88 5.59 -1.33
C -7.60 6.87 -0.57
C -6.11 6.87 -0.19
C -5.60 5.55 -0.75
C -7.14 4.00 0.45
H -9.79 1.51 -4.28
H -9.00 0.30 -3.11
H -8.60 0.29 -4.79
H -8.00 2.91 -4.47
H -6.93 1.69 -3.99
H -8.13 2.15 -1.58
H -8.92 3.49 -2.50
H -6.18 4.01 -2.85
H -6.00 2.80 -1.57
H -8.91 5.28 -1.14
H -7.74 5.84 -2.38
H -8.25 6.88 0.31
H -7.84 7.81 -1.06
H -5.96 6.94 0.89
H -5.59 7.69 -0.69
H -4.73 5.06 -0.30
H -5.29 5.68 -1.79
H -7.05 4.81 1.17
H -6.55 3.13 0.74
H -8.16 3.66 0.31
C -5.21 2.15 7.94
C -3.92 2.05 8.76
C -3.10 3.36 8.85
C -2.72 3.85 7.41
N -1.84 5.05 7.26
C -2.48 6.24 8.07
C -2.36 7.48 7.14
C -1.45 7.04 5.94
C -1.79 5.51 5.76
C -0.36 4.75 7.65
H -5.81 1.29 8.24
H -4.97 1.90 6.91
H -5.84 3.04 7.96
H -3.24 1.36 8.25
H -3.99 1.63 9.76
H -2.13 3.19 9.31
H -3.61 4.22 9.28
H -3.57 4.09 6.77
H -2.15 3.06 6.92
H -1.93 6.37 9.01
H -3.56 6.21 8.13
H -1.90 8.34 7.62
H -3.36 7.81 6.88
H -0.38 7.17 6.14
H -1.74 7.69 5.11
H -0.96 5.02 5.24
H -2.77 5.45 5.30
H -0.28 4.38 8.67
H 0.32 5.60 7.79
H 0.05 3.96 7.02
O 2.92 0.10 0.46
C 1.83 0.87 1.06
C 0.26 0.66 0.68
O -0.78 1.35 1.35
H 2.13 1.91 1.18
H 1.80 0.41 2.05
H 0.09 -0.41 0.70
H 0.08 0.94 -0.36
O -3.87 -6.61 0.77
C -4.40 -5.59 1.17
O -4.31 -5.02 2.44
C -4.75 -3.66 2.44
C -5.52 -3.40 1.25
C -5.09 -4.50 0.36
H -4.03 -2.84 2.51
H -5.38 -3.68 3.33
H -5.22 -2.40 0.93
H -6.59 -3.42 1.47
H -4.48 -4.09 -0.44
H -5.95 -4.85 -0.21
C 7.76 5.38 0.73
Cl 8.16 6.48 -0.50
Cl 8.43 6.00 2.31
H 6.68 5.38 0.77
H 8.07 4.38 0.44
C 7.97 -0.37 4.06
Cl 7.73 0.47 5.62
Cl 9.48 -1.15 3.99
H 7.16 -1.07 3.86
H 8.01 0.28 3.19
C 1.06 5.19 -3.96
Cl 1.28 5.34 -5.71
Cl 1.45 6.68 -3.12
H 0.00 4.98 -3.83
H 1.39 4.22 -3.60
C 2.60 -3.12 7.11
Cl 3.09 -4.70 7.77
Cl 1.89 -2.01 8.38
H 3.49 -2.68 6.65
H 1.80 -3.30 6.39
*
```

Values from the calculation:
LUMO = -2.01 eV
Orbital gap = 1.727 eV

---

Which one is most stable, and which one is least stable? <A> is the most stable of them, while <B> is the least stable.